1.
ORCA calculation (ωB97M-V/def2-TZVPD) on a structure of composition C4H4ClNOS in a non-equilibrium geometry.

Geometry (Å):
C1 1.81 0.33 0.45
C2 1.40 1.60 0.29
C3 0.77 -0.65 0.17
C4 -2.02 -0.93 -0.52
N1 -0.32 0.05 -0.23
O1 0.81 -1.87 0.25
S1 -0.24 1.71 -0.23
Cl1 -3.23 -0.04 0.25
H1 2.79 0.03 0.78
H2 1.96 2.51 0.43
H3 -1.70 -1.84 -0.04
H4 -2.03 -0.90 -1.60

E in a.u.: -1143.12175
Highest occupied orbital energy in eV: -8.23
F_max in eV Å⁻¹: 4.5
Relative energy (zero: lowest compared OMol25 entry of this formula, charge and spin) in kJ/mol: 171.9


2.
ORCA calculation (ωB97M-V/def2-TZVPD) on a structure of composition C5H7ClO3S in a non-equilibrium geometry.

Geometry (Å):
C1 0.71 0.09 0.45
C2 1.62 0.04 -0.51
C3 -1.38 1.67 -0.04
C4 -1.23 -0.43 -1.44
C5 -0.84 0.25 -0.03
O1 2.12 -0.61 -1.31
O2 3.28 -1.43 0.84
O3 2.58 -2.64 2.91
S1 2.27 -1.70 1.86
Cl1 0.97 0.67 2.06
H1 -1.13 2.24 -0.94
H2 -2.47 1.52 -0.12
H3 -1.17 2.25 0.86
H4 -2.13 0.02 -1.75
H5 -1.23 -1.55 -1.34
H6 -0.50 -0.13 -2.24
H7 -1.48 -0.25 0.74

E in a.u.: -1278.71361
Highest occupied orbital energy in eV: -9.26
F_max in eV Å⁻¹: 4.2
Relative energy (zero: lowest compared OMol25 entry of this formula, charge and spin) in kJ/mol: 8.5


3.
ORCA calculation (ωB97M-V/def2-TZVPD) on a structure of composition C42H48F3IrN8P2Se2.

Geometry (Å):
Ir1 1.94 0.16 1.17
C1 2.76 3.61 0.01
C2 3.45 2.55 -0.79
N1 2.96 1.16 -0.52
C3 3.89 0.11 -1.05
C4 4.70 -0.42 0.06
N2 3.78 -0.97 1.11
C5 4.55 -1.02 2.40
C6 4.83 0.37 2.98
C7 3.69 1.00 3.76
N3 2.41 0.46 3.24
C8 1.17 1.05 3.82
C9 0.70 2.16 2.96
N4 0.50 1.70 1.54
C10 0.21 2.95 0.71
H1 3.14 4.53 -0.42
H2 3.59 2.85 1.81
H3 4.54 2.60 -0.71
H4 3.20 2.76 -1.83
H5 2.17 1.10 -1.17
H6 4.52 0.54 -1.83
H7 3.27 -0.67 -1.51
H8 5.24 0.42 0.49
H9 5.42 -1.17 -0.23
H10 3.57 -1.93 0.84
H11 5.49 -1.52 2.19
H12 4.01 -1.67 3.10
H13 5.11 1.04 2.17
H14 5.71 0.31 3.62
H15 3.70 2.09 3.72
H16 3.75 0.72 4.82
H17 2.41 -0.48 3.63
H18 1.35 1.38 4.84
H19 0.42 0.25 3.84
H20 1.46 2.94 2.92
H21 -0.21 2.62 3.33
H22 -0.38 1.19 1.54
H23 -0.08 3.70 1.43
H24 -0.68 2.72 0.12
Se1 -1.63 -4.04 -3.03
P1 -2.18 -1.93 -2.76
C11 -2.33 -1.41 -4.47
C12 -3.50 -1.89 -5.09
C13 -3.73 -1.62 -6.42
C14 -2.80 -0.88 -7.14
C15 -1.65 -0.41 -6.53
C16 -1.40 -0.67 -5.20
C17 -3.74 -1.72 -1.93
C18 -4.27 -0.42 -1.92
C19 -5.53 -0.21 -1.37
C20 -6.24 -1.27 -0.83
C21 -5.71 -2.56 -0.84
C22 -4.46 -2.78 -1.40
C23 -0.89 -1.05 -1.85
C24 -0.30 -1.26 -0.59
N5 0.65 -0.30 -0.48
N6 0.63 0.45 -1.57
N7 -0.27 0.01 -2.41
P2 -0.61 -2.39 0.77
Se2 0.97 -1.88 2.21
C25 -0.45 -4.08 0.21
C26 -1.57 -4.92 0.09
C27 -1.40 -6.21 -0.39
C28 -0.14 -6.67 -0.74
C29 0.97 -5.84 -0.63
C30 0.82 -4.55 -0.16
C31 -2.21 -2.07 1.48
C32 -2.69 -2.93 2.47
C33 -3.85 -2.61 3.15
C34 -4.53 -1.44 2.86
C35 -4.05 -0.57 1.88
C36 -2.89 -0.88 1.20
H25 -4.23 -2.46 -4.52
H26 -4.63 -1.99 -6.90
H27 -2.99 -0.66 -8.19
H28 -0.93 0.17 -7.10
H29 -0.50 -0.31 -4.73
H30 -3.73 0.40 -2.37
H31 -5.96 0.79 -1.38
H32 -7.23 -1.10 -0.41
H33 -6.28 -3.38 -0.44
H34 -4.07 -3.79 -1.46
H35 -2.55 -4.57 0.36
H36 -2.26 -6.86 -0.47
H37 -0.02 -7.69 -1.10
H38 1.95 -6.20 -0.91
H39 1.68 -3.90 -0.06
H40 -2.15 -3.83 2.73
H41 -4.22 -3.28 3.92
H42 -5.44 -1.19 3.40
H43 -4.59 0.34 1.66
H44 -2.52 -0.21 0.42
F1 1.55 8.11 -0.14
C37 0.63 7.38 0.51
F2 0.40 7.97 1.69
F3 -0.51 7.44 -0.19
C38 1.11 5.95 0.69
C39 1.93 5.72 1.88
C40 2.77 4.71 2.18
N8 3.12 3.63 1.40
C41 1.22 3.64 -0.26
C42 0.78 5.08 -0.27
H45 1.89 6.50 2.62
H46 3.28 4.74 3.14
H47 1.06 3.22 -1.25
H48 0.18 5.43 -1.11

Net charge: +3
E in a.u.: -7955.97487
Highest occupied orbital energy (spin up / spin down) in eV: -14.57 / -14.57
F_max in eV Å⁻¹: 0.7
Relative energy (zero: lowest compared OMol25 entry of this formula, charge and spin) in kJ/mol: 347.3
2S+1: 2
<S²>: 0.75


4.
ORCA calculation (ωB97M-V/def2-TZVPD) on a structure of composition C30H24N6O3SrTe.

Geometry (Å):
Sr1 -3.00 -0.16 2.50
C1 0.20 -1.76 1.47
C2 0.12 -0.97 2.75
N1 -0.10 -1.44 3.91
N2 -0.33 -2.80 4.03
C3 -1.55 -3.14 3.72
O1 -2.46 -2.37 3.27
C4 -1.91 -4.58 3.94
C5 -3.22 -4.98 3.71
C6 -3.59 -6.31 3.88
C7 -2.65 -7.25 4.28
C8 -1.33 -6.85 4.52
C9 -0.97 -5.52 4.35
C10 0.35 0.51 2.68
C11 1.47 1.03 2.04
C12 1.67 2.40 2.04
C13 0.74 3.20 2.67
C14 -0.38 2.61 3.23
N3 -0.58 1.29 3.24
H1 -0.18 -2.76 1.62
H2 1.23 -1.81 1.12
H3 -0.39 -1.26 0.70
H4 -3.93 -4.23 3.40
H5 -4.61 -6.61 3.70
H6 -2.93 -8.29 4.42
H7 -0.60 -7.58 4.83
H8 0.05 -5.19 4.53
H9 2.16 0.36 1.54
H10 2.53 2.83 1.54
H11 0.85 4.28 2.68
H12 -1.16 3.21 3.68
C15 2.83 -1.55 -7.11
O2 1.87 -0.53 -6.96
C16 2.10 0.41 -5.99
C17 1.09 1.36 -5.80
C18 1.23 2.34 -4.85
C19 2.38 2.40 -4.06
C20 3.39 1.49 -4.28
C21 3.26 0.48 -5.23
N4 2.60 3.50 -3.16
N5 1.84 3.72 -2.19
C22 0.83 2.89 -1.70
C23 0.73 1.50 -1.83
C24 -0.22 0.76 -1.17
C25 -1.16 1.34 -0.28
O3 -1.97 0.68 0.42
C26 -1.11 2.80 -0.17
N6 -2.05 3.37 0.61
C27 -2.04 4.67 0.77
C28 -1.08 5.50 0.17
C29 -0.13 4.94 -0.63
C30 -0.12 3.55 -0.84
H13 2.45 -2.22 -7.88
H14 2.97 -2.11 -6.18
H15 3.80 -1.14 -7.43
H16 0.20 1.29 -6.41
H17 0.44 3.06 -4.69
H18 4.30 1.55 -3.68
H19 4.06 -0.24 -5.36
H20 1.44 0.97 -2.45
H21 -0.24 -0.32 -1.30
H22 -2.82 5.09 1.40
H23 -1.11 6.57 0.34
H24 0.63 5.55 -1.12
Te1 -5.91 0.47 3.07

Net charge: -2
E in a.u.: -2010.66899
Highest occupied orbital energy in eV: 0.40
F_max in eV Å⁻¹: 0.5
Relative energy (zero: lowest compared OMol25 entry of this formula, charge and spin) in kJ/mol: 61.9


5.
ORCA calculation (ωB97M-V/def2-TZVPD) on the molecule C19H29FN2O5S.

Geometry (Å):
O1 -0.55 -1.13 -0.48
C1 0.03 -1.96 0.19
N1 0.27 -1.81 1.51
C2 -0.13 -0.61 2.22
C3 0.99 0.41 2.45
C4 1.87 0.70 1.20
C5 1.70 2.22 1.02
C6 2.41 2.95 2.17
C7 1.46 2.69 3.37
C8 0.38 1.80 2.74
N2 0.29 2.39 1.40
C9 -0.70 2.45 0.48
O2 -0.48 2.64 -0.70
C10 -2.14 2.37 0.97
C11 -2.86 3.71 0.59
C12 -3.62 3.49 -0.71
S1 -4.34 1.89 -0.45
O3 -5.32 2.01 0.60
O4 -4.69 1.24 -1.69
C13 -2.85 1.20 0.25
C14 0.49 -3.30 -0.40
F1 -0.51 -4.23 -0.09
C15 0.71 -3.24 -1.89
C16 1.85 -2.28 -2.23
C17 2.13 -2.31 -3.73
O5 2.43 -3.62 -4.17
C18 1.35 -4.51 -3.94
C19 1.02 -4.62 -2.46
H1 0.76 -2.54 2.00
H2 -0.90 -0.15 1.61
H3 -0.58 -0.89 3.17
H4 1.61 0.08 3.29
H5 2.91 0.41 1.33
H6 1.48 0.19 0.32
H7 1.90 2.59 0.02
H8 3.41 2.55 2.33
H9 2.50 4.01 1.96
H10 1.95 2.20 4.21
H11 1.02 3.62 3.73
H12 -0.56 1.77 3.28
H13 -2.20 2.24 2.04
H14 -3.56 3.98 1.38
H15 -2.13 4.51 0.48
H16 -4.41 4.21 -0.89
H17 -2.95 3.42 -1.57
H18 -2.26 0.80 -0.57
H19 -3.15 0.39 0.92
H20 1.40 -3.64 0.11
H21 -0.21 -2.85 -2.34
H22 1.59 -1.26 -1.94
H23 2.76 -2.57 -1.70
H24 1.25 -1.93 -4.27
H25 2.98 -1.69 -3.98
H26 0.46 -4.16 -4.49
H27 1.65 -5.47 -4.35
H28 1.88 -5.05 -1.94
H29 0.18 -5.29 -2.32

E in a.u.: -1725.19151
Highest occupied orbital energy in eV: -9.68
F_max in eV Å⁻¹: 0.2
Relative energy (zero: lowest compared OMol25 entry of this formula, charge and spin) in kJ/mol: 20.1


6.
ORCA calculation (ωB97M-V/def2-TZVPD) on the molecule C3H2F4O in a non-equilibrium geometry.

Geometry (Å):
C1 0.91 -0.38 1.10
C2 0.01 -0.78 -1.69
C3 -0.48 0.31 -0.77
O1 -0.44 -0.26 0.61
F1 0.81 -1.29 2.15
F2 0.77 -0.22 -2.62
F3 -1.85 0.50 -0.89
F4 0.11 1.44 -0.78
H1 1.41 0.49 1.66
H2 -1.25 0.19 1.24

E in a.u.: -589.91665
Highest occupied orbital energy (spin up / spin down) in eV: -8.11 / -8.10
F_max in eV Å⁻¹: 4.3
Relative energy (zero: lowest compared OMol25 entry of this formula, charge and spin) in kJ/mol: 734.0


7.
ORCA calculation (ωB97M-V/def2-TZVPD) on a cluster of 2 separate species, C2H7NO in total in a non-equilibrium geometry.

Geometry (Å):
C1 -2.02 0.50 1.20
N1 -1.38 0.08 0.19
H1 -1.43 1.08 1.89
H2 -3.11 0.53 1.15
H3 -1.77 -0.47 -0.57
H4 -0.28 0.01 0.12
C2 1.97 -0.33 -0.82
O1 0.77 -0.87 -0.50
H5 2.59 -0.04 0.11
H6 2.67 -1.06 -1.25
H7 1.99 0.57 -1.53

E in a.u.: -210.27332
Highest occupied orbital energy in eV: -7.21
F_max in eV Å⁻¹: 2.5
Relative energy (zero: lowest compared OMol25 entry of this formula, charge and spin) in kJ/mol: 329.3